Model A:
ORCA calculation (ωB97M-V/def2-TZVPD) on one molecule with the formula C7H7NO.

Geometry as XYZ:
```
16
Properties=species:S:1:pos:R:3
C -0.5508 0.5666 1.8310
C 0.5464 1.3468 2.0315
C 0.9465 -1.1259 0.7396
C 1.9978 -0.3002 0.7815
C -0.3757 -0.3580 0.7261
C 1.4349 1.0219 0.9007
C -1.3494 -0.3339 -2.6307
N -0.8471 0.0460 -0.4138
O -0.4422 -0.5628 -1.5510
H -1.4096 0.6928 2.3000
H 0.7891 2.0655 2.7809
H 0.9865 -1.9910 0.1187
H 3.0282 -0.4077 0.9014
H -1.4528 -1.2185 -3.2198
H -1.1046 0.5588 -3.2952
H -2.1971 -0.0004 -2.0009
```

Kohn-Sham gap (spin up / spin down), eV: 7.8 / 7.8
HOMO level (spin up / spin down), Ha: -0.300 / -0.300
E_LUMO (spin up / spin down), hartree: -0.015 / -0.014
Molecular weight, g/mol: 121.14

=====

Model B:
ORCA calculation (ωB97M-V/def2-TZVPD) on one molecule with the formula C7H7NO.

Geometry as XYZ:
```
16
Properties=species:S:1:pos:R:3
C 2.6522 1.7123 -0.3340
C -0.9157 -1.6519 0.4916
C -0.6392 -0.7972 -0.5004
C -0.4762 -1.0592 1.7715
C 0.0863 1.6709 -0.5587
C 1.5246 1.3300 -1.0298
C -0.2371 0.4331 0.0754
N 3.5529 2.0666 0.3451
O -0.0334 0.2811 1.3856
H -1.0549 -2.6766 0.3490
H -0.9063 -0.9354 -1.5381
H -1.2424 -0.8780 2.5700
H 0.3045 -1.6219 2.0507
H 0.1522 2.5871 -0.0228
H -0.4656 1.8585 -1.4111
H 1.6601 0.6171 -1.9370
```

Kohn-Sham gap (spin up / spin down), eV: 7.9 / 6.0
HOMO level (spin up / spin down), Ha: -0.294 / -0.250
E_LUMO (spin up / spin down), hartree: -0.002 / -0.028
Molecular weight, g/mol: 121.14

=====

Winner for stability: model B

=====

Model A:
ORCA calculation (ωB97M-V/def2-TZVPD) on one molecule with the formula C7H8BBrO2.

Geometry as XYZ:
```
19
Properties=species:S:1:pos:R:3
B 1.9136 1.4343 0.3592
C -2.1669 -1.2832 -0.3952
C -1.8441 -0.6617 0.8618
C -1.1129 -1.6133 -1.1643
C -0.5884 -0.3910 1.2718
C 0.2008 -1.3690 -0.7292
C 0.4839 -0.6596 0.3637
C 1.8351 -0.1736 0.6825
O 2.8919 2.1009 0.9885
O 0.9857 1.8978 -0.4893
Br 3.1982 -1.0167 -0.3199
H -3.1423 -1.3423 -0.9163
H -2.6268 -0.4971 1.5907
H -1.4624 -1.8856 -2.1264
H -0.4954 0.1100 2.1762
H 0.8904 -1.8131 -1.5122
H 1.9076 -0.3447 1.7638
H 3.0727 3.1124 0.8982
H 0.6445 2.7728 -0.7846
```

Kohn-Sham gap, eV: 9.0
HOMO level, Ha: -0.324
E_LUMO, hartree: 0.006
Molecular weight, g/mol: 214.86
SMILES: OB(O)[C@H](Br)c1ccccc1

=====

Model B:
ORCA calculation (ωB97M-V/def2-TZVPD) on a 2-piece molecular cluster, C7H8BBrO2 overall.

Geometry as XYZ:
```
19
Properties=species:S:1:pos:R:3
B 2.1058 -0.7112 -1.1733
C -2.2649 1.4875 0.2449
C -1.1042 1.8043 0.7925
C -2.4062 0.1808 -0.1536
C -0.1204 0.9023 1.2386
C -1.5179 -0.7741 0.1758
C -0.3057 -0.4488 0.8356
C 0.8617 -1.2552 0.9424
O 1.5139 -0.5389 -2.3849
O 3.3538 -0.4492 -0.8499
Br 0.6622 -3.2235 0.9926
H -3.2089 2.1309 0.1202
H -0.9733 2.8390 1.2332
H -3.2107 -0.1710 -0.8259
H 0.7553 1.2392 1.7820
H -1.7101 -1.8513 -0.1564
H 1.5182 -0.8204 1.6310
H 2.0038 0.0386 -2.9258
H 4.0476 -0.3788 -1.5190
```

Kohn-Sham gap, eV: 7.1
HOMO level, Ha: -0.277
E_LUMO, hartree: -0.015
Molecular weight, g/mol: 214.86

=====

Winner for stability: model A